# 1
101
Properties=species:S:1:pos:R:3:forces:R:3 method="wB97M-V/def2-TZVPD" homo_ev="-11.5 / -11.5" orbital_gap_ev="4.8 / 4.8" relative_energy_kj_mol=0.00 charge=+2
Os -0.8967 0.1942 0.3173 2.0 2.9 -0.6
N 2.4531 -1.2669 0.8735 -0.2 -0.3 0.4
C 2.0567 -0.3205 1.7391 -0.1 0.2 -0.2
N 0.9654 0.4084 1.5977 -0.8 -0.7 0.3
C 0.8487 1.3229 2.6500 0.0 -0.1 -0.2
C 1.8450 1.3000 3.5481 0.2 0.0 0.2
S 2.9984 0.0935 3.1228 0.2 0.0 0.0
C -0.3530 2.1352 2.6532 0.2 -0.1 -0.1
C -0.7046 3.1641 3.4380 -0.1 0.2 0.2
S -2.2671 3.7471 2.9841 0.0 0.1 0.1
C -2.3604 2.5516 1.7533 -0.1 -0.1 0.0
N -1.2875 1.7816 1.6937 -0.2 -0.4 -0.1
N -3.4456 2.3939 0.9778 0.1 0.1 0.0
H 1.7480 -1.6456 0.2592 0.1 0.2 -0.3
H 3.1496 -1.9258 1.1815 0.1 0.0 -0.1
H 1.9623 1.8870 4.4465 0.0 0.0 -0.1
H -0.1573 3.6146 4.2508 0.0 0.0 -0.1
H -4.1653 3.0965 0.9670 0.0 0.0 0.0
H -3.3776 1.7745 0.1854 0.0 -0.1 0.0
O -2.7336 -6.2176 -2.1640 0.0 0.0 0.0
N -3.0540 -6.0219 -1.0116 0.1 0.1 0.0
O -3.7520 -6.7444 -0.3454 0.0 0.0 0.0
C -2.5260 -4.7872 -0.3455 0.0 0.0 -0.6
C -2.6093 -4.7700 0.9890 0.0 0.0 0.5
C -2.1656 -3.6318 1.7408 -0.1 -0.3 0.0
C -2.2289 -3.5529 3.1403 -0.1 -0.1 0.1
C -1.8171 -2.4018 3.7619 0.0 0.0 0.1
C -1.3652 -1.3308 2.9913 0.1 0.1 0.0
N -1.3027 -1.3807 1.6663 -0.4 -0.3 -0.1
C -1.6754 -2.5381 1.0469 0.2 0.3 -0.1
C -1.5435 -2.5771 -0.3757 0.1 0.2 0.1
N -0.9982 -1.4556 -0.9474 -0.2 -0.6 0.4
C -0.8458 -1.4345 -2.2608 0.0 0.1 -0.2
C -1.2647 -2.4934 -3.0670 0.1 0.1 -0.1
C -1.8309 -3.6086 -2.5143 -0.1 -0.1 0.1
C -1.9639 -3.6883 -1.1097 -0.1 -0.2 -0.2
H -3.0312 -5.6263 1.4977 0.0 0.0 0.0
H -2.6082 -4.3924 3.7113 0.0 0.0 0.0
H -1.8451 -2.3028 4.8383 0.0 0.0 0.0
H -1.0468 -0.4070 3.4577 0.0 0.0 0.0
H -0.4081 -0.5379 -2.6787 0.0 0.0 0.0
H -1.1419 -2.4172 -4.1395 0.0 0.0 0.0
H -2.1714 -4.4152 -3.1409 0.0 0.0 0.0
C 0.4051 3.7898 -0.9798 0.0 0.0 0.0
C -0.7696 3.5564 -1.8830 0.1 -0.2 0.2
C -1.2090 4.5408 -2.7455 0.0 0.1 0.0
C -2.3329 4.3369 -3.5322 0.0 -0.1 0.0
C -3.0436 3.1382 -3.4696 0.0 0.1 -0.1
C -2.6588 2.1216 -2.6200 0.0 -0.1 0.2
C -3.4720 0.8586 -2.5580 0.1 0.1 0.0
C -1.4946 2.3309 -1.8205 0.5 0.4 -0.1
N -1.0524 1.3845 -0.9662 -1.6 -1.4 0.5
H 1.1865 4.3438 -1.4989 0.0 0.0 0.0
H 0.8168 2.8528 -0.6086 0.1 0.0 0.0
H 0.0981 4.3917 -0.1184 0.0 0.0 0.0
H -0.6641 5.4752 -2.8068 0.0 0.0 0.0
H -2.6737 5.1250 -4.1933 0.0 -0.1 0.0
H -3.9244 3.0002 -4.0856 0.0 0.0 0.0
H -4.5336 1.0920 -2.6390 0.0 0.0 -0.1
H -3.3067 0.3079 -1.6332 0.0 0.0 0.0
H -3.2203 0.1950 -3.3885 0.0 0.0 0.0
C 5.3687 0.6777 -0.1999 0.1 0.0 0.3
Si 4.6629 1.3905 -1.7666 -0.3 -0.5 -0.5
C 4.0437 3.1269 -1.5349 0.0 0.3 0.1
C 5.9311 1.3028 -3.1187 0.3 0.2 0.0
Sb 2.5807 0.0056 -2.3953 -0.5 -0.2 0.1
Si 1.9637 0.8167 -4.7842 0.5 -0.3 0.5
C 1.0192 2.4035 -4.5509 -0.1 0.2 -0.1
C 0.8685 -0.4422 -5.6196 -0.3 0.0 -0.1
C 3.5228 1.0894 -5.7584 0.0 0.1 -0.4
Si 3.4441 -2.4272 -2.7736 0.1 0.8 -0.2
C 3.6761 -3.3493 -1.1652 0.0 -0.1 0.2
C 5.0830 -2.2450 -3.6320 0.2 -0.4 -0.1
C 2.2312 -3.4133 -3.7810 -0.1 -0.2 -0.1
H 6.3603 1.1080 -0.0206 -0.1 -0.1 0.0
H 5.4835 -0.4075 -0.2672 0.0 0.1 0.0
H 4.7462 0.9145 0.6684 0.0 -0.1 0.0
H 4.8867 3.8167 -1.4169 -0.1 0.0 0.0
H 3.4151 3.2101 -0.6443 0.0 0.0 -0.1
H 3.4649 3.4553 -2.4022 0.0 0.0 0.0
H 6.8492 1.8115 -2.7986 -0.1 0.0 0.0
H 5.5881 1.7914 -4.0301 0.0 0.0 0.0
H 6.1919 0.2721 -3.3593 0.0 0.1 0.0
H 0.0402 2.2065 -4.1055 0.1 0.0 0.0
H 0.8530 2.8993 -5.5144 0.0 0.0 0.1
H 1.5571 3.1009 -3.9021 0.0 0.0 0.0
H -0.1666 -0.3735 -5.2641 0.1 0.0 0.0
H 1.2175 -1.4610 -5.4710 0.0 0.0 0.0
H 0.8526 -0.2556 -6.6989 0.0 0.0 0.1
H 3.9986 2.0308 -5.4742 0.0 -0.1 0.0
H 3.3039 1.1457 -6.8314 0.0 0.0 0.1
H 4.2411 0.2827 -5.6074 0.0 0.0 0.0
H 4.4074 -2.8721 -0.5077 0.0 0.0 0.0
H 4.0580 -4.3486 -1.4027 0.0 0.1 0.0
H 2.7338 -3.4935 -0.6263 0.1 0.0 0.0
H 5.8183 -1.7968 -2.9601 0.0 0.0 0.0
H 4.9923 -1.6152 -4.5188 0.0 0.0 0.0
H 5.4778 -3.2168 -3.9535 0.0 0.1 0.0
H 1.2630 -3.4858 -3.2810 0.0 0.0 0.0
H 2.6169 -4.4321 -3.9026 0.0 0.1 0.0
H 2.0794 -3.0058 -4.7785 0.0 -0.1 0.0



# 2
17
Properties=species:S:1:pos:R:3:forces:R:3 method="wB97M-V/def2-TZVPD" homo_ev=-9.4 smiles="CC(N)=O.CC" orbital_gap_ev=10.2 relative_energy_kj_mol=207.96
C -0.3938 2.2491 0.7483 -1.7 -5.6 0.2
C 0.3513 1.0691 1.5470 2.3 -1.3 1.3
N -0.0886 0.1081 2.4843 -2.3 -0.7 0.2
O 1.5426 0.8861 1.4200 1.2 1.4 -2.0
H -0.3248 3.1481 1.2336 0.4 2.2 1.2
H -1.4882 1.8573 0.8104 1.6 1.2 -0.9
H 0.0767 2.2409 -0.2630 -0.7 0.0 0.9
H 0.4592 -0.8271 2.6505 -1.3 3.1 -0.8
H -1.0503 0.1364 2.8256 0.5 -0.3 -0.2
C -0.2759 -0.9722 -1.0975 -0.6 -2.1 0.8
C 0.4940 -1.8001 -2.1783 -0.7 0.9 -2.4
H -0.1705 -1.3682 -0.0095 0.1 0.7 -2.0
H 0.2247 -0.0407 -1.2075 -0.4 1.2 0.7
H -1.3896 -0.9667 -1.2929 1.3 0.4 0.1
H -0.1839 -2.0336 -3.1116 0.9 -0.6 2.2
H 1.1080 -2.6380 -1.7816 -0.6 0.5 -0.7
H 1.1091 -1.0485 -2.7778 0.1 -1.1 1.3



# 3
43
Properties=species:S:1:pos:R:3:forces:R:3 method="wB97M-V/def2-TZVPD" homo_ev=-2.0 orbital_gap_ev=4.1 charge=-1
N 6.6295 0.7668 2.7542 -0.1 -0.3 -0.5
C 5.9900 1.0508 1.4071 -0.2 0.6 1.8
C 5.6389 2.6243 1.4068 -0.6 0.2 -1.7
N 4.2096 2.9312 1.2756 0.5 -1.1 0.8
C 3.4481 2.4717 2.4459 0.6 1.5 -0.8
C 1.9453 2.2252 1.9896 0.2 -0.3 0.9
C 1.6669 0.8422 1.2858 -0.3 1.1 0.3
F 0.2700 0.8546 0.9136 1.5 -0.3 0.5
Br 2.6691 0.5409 -0.3855 -0.5 0.3 0.8
C 1.8360 -0.4348 2.2302 -0.6 -0.4 -0.7
F 3.1349 -0.6952 2.6194 -2.4 0.8 -0.1
F 0.9388 -0.3342 3.2887 2.0 0.0 -1.1
Br 1.2374 -2.0376 1.1758 0.2 0.4 0.8
H 6.1532 1.3336 3.4674 0.2 -0.5 -0.5
H 6.5024 -0.2250 2.9803 0.0 0.5 0.1
H 6.7248 0.7455 0.6076 -0.9 0.3 0.7
H 5.0132 0.4735 1.3799 1.2 0.7 -0.6
H 6.1391 3.0472 0.4667 -0.6 -0.3 1.2
H 6.1580 3.1710 2.2802 -0.3 -0.9 -0.6
H 3.9169 1.6135 3.0251 -0.8 0.5 -0.5
H 3.4072 3.3621 3.1829 -0.3 -1.1 -0.1
H 1.2616 2.2760 2.9026 0.7 -0.3 -1.1
H 1.6562 3.0969 1.3281 0.4 -1.3 0.4
N -2.4306 0.8165 -0.3437 -0.1 0.0 -0.1
C -3.0157 -0.0687 -1.2057 0.0 0.0 0.1
C -4.3512 0.2430 -1.2935 0.1 -0.2 -0.1
C -4.5768 1.3629 -0.4559 0.0 0.2 0.1
C -3.3721 1.6954 0.1143 0.1 -0.1 0.0
H -1.4549 0.8209 -0.0860 -0.1 0.0 0.0
H -2.4336 -0.8431 -1.6803 0.0 0.1 0.0
H -5.0830 -0.2762 -1.8940 0.0 0.0 0.0
H -5.5152 1.8697 -0.2892 0.1 0.0 0.0
H -3.1056 2.4791 0.8057 0.0 -0.1 0.0
N -4.3443 -4.3403 -3.1497 -0.1 0.1 -0.1
C -5.1817 -4.9107 -4.0705 0.0 -0.1 0.0
C -5.9666 -3.9170 -4.6003 0.0 -0.2 0.0
C -5.5843 -2.7010 -3.9796 0.1 0.1 0.1
C -4.5796 -2.9933 -3.0916 0.0 0.0 0.0
H -3.6616 -4.8340 -2.6014 -0.1 0.1 -0.1
H -5.1477 -5.9707 -4.2674 0.0 0.1 0.0
H -6.7301 -4.0496 -5.3516 0.1 0.0 0.0
H -5.9980 -1.7212 -4.1631 0.1 -0.1 0.0
H -4.0146 -2.3618 -2.4249 -0.1 0.0 0.0